The following is a quantum chemistry calculation of a cluster of 9 separate species, C33H85FNO9PS2Si in total at a distorted geometry, from the OMol25 dataset.

```
133
Properties=species:S:1:pos:R:3:forces:R:3
C 0.06359 -1.17465 1.89765 0.6 -0.4 -0.1
C 0.34885 -2.65225 1.80206 0.0 -0.1 0.7
O 0.13872 -3.41948 2.71955 -0.2 0.2 -0.7
N 0.83452 -3.05810 0.52039 -0.8 -0.4 0.6
C 0.43063 -4.40968 0.10113 0.9 -0.1 -0.5
C -0.10914 -4.38319 -1.32736 -0.9 -0.2 0.4
C -1.60511 -3.95770 -1.47264 0.5 0.3 0.4
C -2.27170 -3.38281 -0.20637 -0.5 0.1 -0.8
Si -3.82926 -2.44947 -0.66783 0.6 -0.2 1.0
F -4.56464 -3.19158 -1.88006 -0.3 0.0 -0.2
C -4.93766 -2.23329 0.80708 -0.2 -0.2 -0.4
C -5.78212 -3.51115 1.03643 0.0 0.5 0.0
C -7.10924 -3.14135 1.69660 0.7 -0.6 -0.2
S -8.16744 -4.59506 1.94049 -0.5 0.0 0.0
P -3.24741 -0.37165 -1.40064 -0.7 0.4 0.3
S -4.58424 0.98644 -0.89628 -0.1 -0.1 -0.1
H 0.39927 -0.80793 2.86144 -0.1 0.2 0.1
H -1.00773 -1.01522 1.79757 -0.1 0.0 0.1
H 0.55262 -0.66398 1.07677 0.0 0.3 0.1
H 1.83905 -2.94122 0.51557 0.1 0.3 -0.3
H 1.30271 -5.06699 0.10014 0.0 -0.1 0.1
H -0.26212 -4.85477 0.80614 -0.2 0.1 0.1
H 0.48607 -3.70393 -1.92875 0.3 -0.1 0.0
H -0.01434 -5.39653 -1.71528 0.1 0.0 -0.3
H -1.65602 -3.18283 -2.24095 0.0 -0.1 -0.2
H -2.19639 -4.79415 -1.83625 -0.1 0.0 -0.1
H -2.52056 -4.15134 0.52299 0.1 -0.1 0.2
H -1.63599 -2.63166 0.25655 0.1 0.0 0.2
H -5.58632 -1.36974 0.65832 0.0 0.1 -0.1
H -4.31993 -2.00024 1.67462 0.1 0.0 0.1
H -5.22578 -4.21198 1.65592 0.0 -0.1 0.1
H -6.00242 -4.00192 0.08838 0.0 -0.1 0.0
H -6.90892 -2.64084 2.63914 -0.2 0.1 0.1
H -7.62475 -2.46898 1.01742 -0.3 0.1 0.1
H -7.25000 -5.56977 2.00730 0.2 0.2 0.0
H -2.00362 -0.10434 -0.79110 0.2 -0.2 -0.4
H -3.03862 -0.45700 -2.79111 0.4 0.0 0.1
C -1.02510 3.78406 0.28789 0.2 0.0 0.3
C 0.18007 2.96690 0.71785 -0.2 0.3 -0.3
C 1.47250 3.47581 0.10312 0.1 -0.1 0.1
O -0.05691 1.60307 0.34560 0.2 -0.3 0.2
H -1.15014 3.72538 -0.79208 0.0 0.1 -0.1
H -1.93347 3.38726 0.73651 0.0 0.0 0.0
H -0.92769 4.83486 0.56756 0.0 0.0 0.0
H 0.27074 2.97703 1.80568 0.0 -0.2 0.0
H 1.42185 3.42876 -0.98918 -0.1 0.1 0.0
H 2.31573 2.85772 0.41704 0.0 0.0 0.0
H 1.67430 4.50578 0.39635 0.0 0.0 0.0
H -0.14694 1.59706 -0.61285 0.0 0.0 -0.1
C 4.61616 4.04016 2.73700 -0.1 -0.2 0.0
C 4.81312 4.66435 1.36481 0.2 0.2 0.4
C 6.23114 5.17846 1.18201 0.0 0.1 -0.1
O 3.87328 5.72205 1.17770 -0.1 -0.1 -0.3
H 4.78444 4.78205 3.52046 0.0 0.0 0.0
H 3.59293 3.68244 2.85024 0.0 0.0 0.0
H 5.30078 3.20374 2.89531 0.0 0.0 0.0
H 4.59488 3.92830 0.59018 -0.1 0.1 -0.1
H 6.45667 5.95352 1.92124 0.0 -0.1 0.1
H 6.34838 5.62028 0.19352 0.0 -0.1 0.0
H 6.95961 4.37300 1.29148 0.0 0.0 0.0
H 4.03803 6.38842 1.85209 0.0 0.0 0.1
C -6.38460 -8.89624 -1.15724 -0.2 0.0 0.0
C -6.04903 -7.79850 -0.16107 0.3 -0.3 -0.1
C -4.61259 -7.32261 -0.32162 0.0 0.2 0.0
O -6.27318 -8.24999 1.17600 -0.2 0.3 0.0
H -5.74754 -9.77136 -1.00143 0.1 0.1 0.0
H -7.41801 -9.22186 -1.03434 0.0 0.0 0.0
H -6.24593 -8.54465 -2.18082 0.0 0.0 0.0
H -6.72795 -6.95607 -0.30702 -0.1 0.0 0.1
H -3.91527 -8.14397 -0.13446 0.0 0.0 -0.1
H -4.38952 -6.53344 0.39940 0.0 0.0 0.0
H -4.43480 -6.94026 -1.32908 0.0 0.0 0.0
H -5.68570 -8.99443 1.33718 0.0 -0.1 0.0
C 2.04774 4.35031 6.73332 0.0 -0.1 -0.1
C 2.96440 5.38167 6.09345 -0.4 0.1 0.2
C 2.97580 6.68305 6.88127 0.1 0.1 -0.1
O 2.56755 5.62343 4.74405 0.2 0.0 0.0
H 1.01835 4.71813 6.75587 0.0 0.1 0.1
H 2.05256 3.42517 6.15665 0.0 0.0 0.0
H 2.35519 4.12555 7.75546 0.0 0.0 0.0
H 3.97804 4.98163 6.03653 0.0 0.0 -0.1
H 1.97391 7.11991 6.90854 0.0 -0.1 0.0
H 3.63746 7.40998 6.40966 0.0 0.0 0.0
H 3.30922 6.52305 7.90743 0.0 0.0 0.0
H 1.67289 5.97751 4.75799 -0.1 0.0 0.0
C -7.10297 -5.38215 -3.60154 0.1 0.0 0.2
C -5.83028 -5.50230 -4.42634 -0.4 -0.1 -0.2
C -6.09108 -5.20299 -5.89455 0.2 0.0 -0.1
O -5.26829 -6.80754 -4.28253 0.2 0.1 0.2
H -7.85168 -6.10036 -3.94809 0.0 0.0 -0.1
H -6.90196 -5.60089 -2.55164 0.0 0.0 0.0
H -7.52595 -4.37949 -3.67211 0.0 0.0 0.0
H -5.07974 -4.81198 -4.04005 0.1 -0.1 0.0
H -6.80955 -5.91658 -6.30746 -0.1 0.0 0.0
H -5.17098 -5.29416 -6.47217 0.0 0.0 0.0
H -6.48905 -4.19645 -6.02923 0.0 0.0 0.0
H -5.90935 -7.44321 -4.61569 0.0 0.0 0.0
C 8.11924 5.83582 -2.95245 -0.1 0.1 0.1
C 8.10794 4.63393 -2.02037 0.0 -0.1 -0.5
C 9.06714 3.55094 -2.48699 0.0 -0.1 0.1
O 6.78550 4.10404 -1.91676 0.0 0.0 0.3
H 7.80293 5.54152 -3.95690 0.1 0.0 0.0
H 7.42445 6.59898 -2.60074 0.0 0.0 0.0
H 9.11516 6.27555 -3.02042 0.0 0.0 0.0
H 8.38104 4.95215 -1.01347 -0.1 0.0 0.1
H 8.78254 3.18255 -3.47636 0.0 0.1 0.0
H 9.04295 2.69877 -1.80680 0.0 0.0 0.0
H 10.09199 3.92090 -2.54163 0.0 0.0 0.0
H 6.51668 3.81528 -2.79420 0.0 0.0 -0.1
C -5.56412 5.31628 -1.22814 0.0 0.1 0.1
C -4.17794 5.22996 -1.84951 -0.2 -0.3 -0.1
C -4.25227 5.18039 -3.36864 0.1 0.0 0.0
O -3.48599 4.08823 -1.35169 0.0 0.4 -0.2
H -6.15316 4.43354 -1.49064 0.0 0.0 -0.1
H -5.49313 5.35101 -0.14080 0.0 0.0 0.0
H -6.09954 6.20311 -1.57144 0.0 0.0 0.0
H -3.58642 6.09431 -1.54200 0.1 0.0 0.0
H -4.80382 4.29377 -3.69244 -0.1 0.0 0.0
H -3.25175 5.11909 -3.79784 0.0 0.0 0.0
H -4.75088 6.06342 -3.77182 0.0 0.0 0.0
H -3.98482 3.29969 -1.60605 0.0 -0.1 0.1
C 8.06568 -1.81358 0.62824 0.0 -0.1 -0.1
C 9.01767 -0.80775 -0.00124 -0.4 0.1 0.1
C 9.02370 0.50737 0.76137 0.1 0.1 0.0
O 8.66466 -0.58141 -1.36580 0.2 -0.1 0.0
H 7.04209 -1.42891 0.61284 0.0 0.1 0.1
H 8.07342 -2.74880 0.06819 0.0 0.0 0.0
H 8.33814 -2.02474 1.66319 0.0 0.0 0.0
H 10.02543 -1.22397 -0.01991 0.0 0.0 -0.1
H 8.02846 0.96103 0.74712 0.0 -0.1 0.0
H 9.71041 1.21427 0.29474 0.0 0.0 0.0
H 9.32286 0.36615 1.80092 0.0 0.0 0.0
H 7.77665 -0.21088 -1.38047 -0.1 0.0 0.0
```
Forces are in eV/Å.

The total energy is -3567.3953 Eh. The calculation puts the strongest force on any atom at 1.15 eV/Å. Its orbital gap is 8.95 eV. The LUMO energy comes out at 0.33 eV. For the HOMO energy, the calculation gives -8.616 eV. The SMILES is CC(=O)NCCCC[Si@@](F)(CCCS)[PH2]=S.CC(C)O.CC(C)O.CC(C)O.CC(C)O.CC(C)O.CC(C)O.CC(C)O.CC(C)O.

The following is a quantum chemistry calculation of a cluster of 8 separate species, C33H85N3O11 in total at a distorted geometry, from the OMol25 dataset.

```
132
Properties=species:S:1:pos:R:3:forces:R:3
C -20.34317 24.67068 4.23746 0.0 0.8 -0.5
O -20.70304 23.87788 5.34365 0.3 -0.6 -0.1
C -19.77836 22.83246 5.55478 0.3 -1.6 1.1
C -20.15484 21.88703 6.74644 -0.7 1.2 -1.6
N -19.95517 22.52635 8.01851 0.6 -1.5 0.0
C -20.48122 21.65318 9.10912 -0.5 0.2 -0.9
C -20.12711 20.14719 9.02277 0.9 0.5 0.2
O -20.93542 19.32515 8.12224 0.4 0.1 0.0
C -20.39890 17.97824 7.90318 0.0 2.0 1.5
H -20.60285 24.18031 3.29927 -0.2 0.0 0.0
H -19.28642 24.92841 4.16719 0.3 -0.3 0.4
H -20.83944 25.63680 4.32929 -0.3 -0.2 -0.1
H -18.78630 23.22456 5.77876 0.1 0.2 -0.3
H -19.75253 22.19433 4.67148 0.2 0.1 -0.4
H -19.66269 20.92556 6.59986 0.5 0.2 0.3
H -21.21518 21.66608 6.62416 -0.6 -0.3 -0.2
H -20.48458 23.37919 7.90666 -0.1 0.3 1.1
H -21.57015 21.69848 9.12609 -0.4 0.1 0.1
H -20.11091 22.07369 10.04407 0.0 -0.3 0.1
H -20.10856 19.80948 10.05898 -0.9 -0.6 0.1
H -19.05708 20.09227 8.82247 0.2 -0.2 -0.9
H -21.11658 17.36205 7.36158 -0.1 0.2 0.2
H -20.23760 17.60460 8.91437 0.2 -0.7 -0.2
H -19.44700 18.06089 7.37862 0.1 -0.2 -0.1
C -24.41271 21.04171 4.08078 0.4 -0.1 0.5
O -23.90595 19.78110 4.51671 2.1 -1.2 -0.3
C -22.42180 19.74017 4.40443 -1.9 0.3 -0.3
C -21.81194 18.43020 4.93347 -0.5 1.0 -1.4
N -21.66672 17.39598 3.85434 0.3 -0.5 3.6
C -20.97864 16.15469 4.26964 0.5 -0.3 -2.1
C -20.84545 15.13828 3.09857 0.0 0.5 0.8
O -19.70213 15.49409 2.39118 0.9 0.5 -0.1
C -19.38689 14.57892 1.33375 -1.3 -0.3 0.1
H -24.02749 21.29869 3.09403 0.0 0.1 -0.1
H -24.08913 21.76648 4.82784 -0.1 0.5 -0.2
H -25.50150 20.99828 4.05343 0.2 -0.2 0.1
H -22.04718 20.62055 4.92665 0.3 -0.2 0.2
H -22.13544 19.81956 3.35572 -0.1 0.3 -0.2
H -22.57137 18.01962 5.59889 0.0 -0.3 0.4
H -20.87658 18.64351 5.45088 0.0 -0.4 -0.2
H -22.55678 17.16048 3.43911 -0.3 0.4 -1.0
H -21.57688 15.75661 5.08924 -0.3 -0.1 0.1
H -19.95748 16.28386 4.62831 -0.1 0.7 0.1
H -21.71222 15.13677 2.43766 -0.4 0.0 0.0
H -20.75889 14.15917 3.56971 0.0 -0.3 -0.1
H -20.29506 14.51714 0.73417 0.0 -0.3 -0.4
H -19.20852 13.59362 1.76439 0.3 -0.1 -0.1
H -18.59770 14.90062 0.65420 0.2 0.3 0.7
C -28.53029 25.45551 8.53808 1.0 0.6 0.2
O -27.43323 25.50803 9.51779 -0.3 -0.7 -1.7
C -26.60932 24.31382 9.59624 -1.6 0.6 2.2
C -27.50032 23.15977 10.09807 -0.4 -0.3 -1.4
N -26.70930 22.07273 10.57638 0.7 -2.3 0.5
C -27.45617 20.76728 10.69154 -0.5 0.3 0.1
C -28.76797 20.91456 11.44742 0.3 0.5 1.0
O -29.15251 19.69256 12.06082 0.0 -0.5 -0.7
C -30.33069 19.73648 12.86024 0.6 0.8 0.2
H -28.24924 25.07437 7.55632 0.4 -0.6 0.1
H -28.79788 26.48100 8.28337 0.0 0.2 0.6
H -29.43184 24.94576 8.87786 0.2 -0.2 0.3
H -25.95681 24.49355 10.45066 0.3 0.3 -0.1
H -25.94773 24.11155 8.75392 -0.5 -0.1 -0.5
H -28.05988 22.72585 9.26939 -0.8 0.5 -0.5
H -28.20754 23.47420 10.86557 0.2 0.4 -0.1
H -26.15167 21.81903 9.77340 0.9 0.3 0.1
H -26.82846 19.97457 11.09860 0.1 0.4 0.5
H -27.74531 20.38388 9.71303 0.1 0.1 -0.6
H -29.47458 21.38605 10.76441 -0.7 -0.6 -0.2
H -28.65613 21.69613 12.19890 0.3 0.0 0.6
H -30.58828 18.79960 13.35421 0.3 -0.5 -0.8
H -31.16108 20.11066 12.26146 -0.2 0.0 0.2
H -30.11152 20.36110 13.72622 -0.3 0.7 0.0
C -18.49831 27.22222 10.55248 -0.9 -0.1 -0.1
C -19.48277 26.35276 9.76647 0.8 0.1 -1.0
C -20.42914 25.56720 10.60649 0.6 -0.1 0.6
O -20.23948 27.19246 8.92113 -0.1 1.4 0.0
H -19.08618 27.84916 11.22289 0.1 0.0 0.3
H -17.97355 27.90388 9.88311 0.2 -0.2 -0.1
H -17.81364 26.61033 11.13977 0.1 0.1 -0.1
H -18.91733 25.70756 9.09409 0.3 -0.4 0.1
H -20.93791 26.31435 11.21561 -0.3 -0.4 0.3
H -19.80071 24.91030 11.20786 -0.4 -0.2 0.4
H -21.12265 24.97554 10.00891 0.0 0.1 0.0
H -20.85370 26.63379 8.43923 0.1 -0.3 -0.3
C -25.26137 30.86569 8.13081 -0.4 0.6 0.2
C -26.09687 30.36758 9.35596 1.1 -1.3 -2.0
C -25.29050 29.31160 10.10836 0.7 0.7 0.1
O -26.44258 31.47394 10.10532 -0.2 0.8 0.6
H -24.54411 31.64038 8.40190 0.2 -0.2 0.6
H -25.87703 31.40348 7.40981 -0.4 -0.3 0.0
H -24.70372 30.10414 7.58569 -0.2 -0.3 0.2
H -26.97733 29.87337 8.94529 -0.4 0.0 0.0
H -25.66310 29.07973 11.10612 -0.3 -0.1 -0.1
H -24.29874 29.74680 10.23129 0.3 -0.1 0.3
H -25.14849 28.40959 9.51313 -0.3 -0.1 0.1
H -27.14165 31.21319 10.70941 0.0 0.1 0.2
C -23.54306 24.20275 6.96175 0.3 0.4 0.2
C -22.76743 25.54768 7.06775 -1.2 -0.5 1.0
C -23.36079 26.44465 8.18644 0.6 -0.6 -0.5
O -21.38460 25.21342 7.39096 -1.9 1.1 0.3
H -24.61214 24.29513 6.77035 0.0 0.4 0.0
H -23.42961 23.68752 7.91557 0.0 -0.1 0.1
H -23.13280 23.56867 6.17579 0.1 0.0 0.0
H -22.89407 26.09862 6.13581 0.6 0.0 -0.3
H -22.73784 27.32813 8.32607 0.1 -0.1 0.2
H -23.40432 25.83708 9.09035 0.0 0.3 0.3
H -24.35363 26.83378 7.96070 -0.1 -0.4 -0.2
H -21.14411 24.65554 6.64763 0.7 -0.1 -0.6
C -23.45985 26.80472 12.35605 -0.9 0.7 0.2
C -23.24555 27.97478 13.31946 1.6 -0.7 0.1
C -23.69502 27.66021 14.76915 0.6 0.2 -0.6
O -21.82857 28.27026 13.34847 -0.5 -0.3 1.1
H -23.14809 27.02679 11.33547 -0.1 0.4 0.0
H -24.54589 26.72082 12.39581 -0.2 -0.8 -0.5
H -22.94166 25.87938 12.60769 -0.2 0.1 0.6
H -23.70240 28.88074 12.92119 -0.6 -0.1 0.1
H -23.40702 28.51026 15.38765 -0.2 -0.1 0.1
H -23.17365 26.77577 15.13527 0.3 0.0 -0.1
H -24.74978 27.42246 14.90728 -0.1 0.4 -0.4
H -21.57270 28.44191 12.43926 0.1 0.3 -0.5
C -19.91220 30.88442 10.80521 -0.1 0.3 0.0
C -21.26157 30.41768 10.31351 0.0 -0.9 0.3
C -21.51533 30.47330 8.85225 -0.3 1.1 -1.8
O -21.46531 29.04259 10.70912 -0.5 0.7 0.7
H -20.00479 30.91825 11.89075 0.4 0.0 0.0
H -19.72137 31.89132 10.43396 0.1 0.1 0.1
H -19.08488 30.23981 10.50838 -0.1 -0.1 0.0
H -21.97983 31.03979 10.84754 -0.4 -0.3 0.0
H -21.48914 31.48556 8.44887 0.4 0.4 0.2
H -22.52333 30.20172 8.53876 -0.1 -0.6 0.5
H -20.81080 29.90958 8.24074 0.2 -0.3 0.2
H -20.99295 28.48679 10.08496 0.3 -0.4 -0.6
```
Forces are in eV/Å.

The total energy is -2299.6858 Eh. The calculation puts the strongest force on any atom at 3.62 eV/Å. Its orbital gap (alpha / beta) is 7.36 / 2.33 eV. As for the spin multiplicity: 2. The LUMO energy (alpha / beta) comes out at -2.85 / -7.88 eV. For the HOMO energy (alpha / beta), the calculation gives -10.213 / -10.213 eV. Its relative energy (zero: lowest compared OMol25 entry of this formula, charge and spin) is 0.0 kcal/mol. As for the charge: +1.

The records above yield M values of 782.233, 700.053 g mol⁻¹, respectively.